1.
{"formula": "C38H16Cl4MnN8O2", "method": "the ωB97M-V functional and the def2-TZVPD basis", "species": ["Mn", "C", "C", "C", "C", "C", "N", "C", "C", "C", "C", "C", "C", "C", "C", "N", "C", "N", "C", "N", "C", "N", "C", "N", "C", "N", "C", "C", "C", "C", "C", "C", "C", "C", "C", "C", "C", "C", "C", "C", "N", "H", "H", "H", "H", "H", "H", "H", "H", "H", "H", "H", "H", "H", "H", "H", "H", "Cl", "C", "C", "Cl", "C", "Cl", "C", "O", "C", "O", "C", "Cl"], "xyz": [[-0.1043, -0.1666, -0.0006], [0.7635, -0.4017, 6.5138], [-0.1629, 0.6530, 6.5237], [-0.6510, 1.1875, 5.3456], [-0.2035, 0.6317, 4.1538], [-0.4749, 0.9524, 2.7582], [-1.1395, 2.0208, 2.3910], [-1.2148, 2.4088, 1.1261], [-1.9610, 3.5942, 0.7316], [-2.6198, 4.5742, 1.4632], [-3.2345, 5.5915, 0.7557], [-3.1989, 5.6252, -0.6482], [-2.5479, 4.6423, -1.3715], [-1.9259, 3.6275, -0.6553], [-1.1606, 2.4607, -1.0683], [-1.0227, 2.1323, -2.3445], [-0.3447, 1.0776, -2.7281], [0.2599, 0.1422, -1.9413], [1.0924, -0.6053, -2.7208], [2.0127, -1.4643, -2.3444], [2.3257, -1.6651, -1.0750], [1.8347, -1.0357, 0.0197], [2.2865, -1.7030, 1.1078], [1.9216, -1.5528, 2.3710], [0.9783, -0.7172, 2.7420], [0.1829, 0.0647, 1.9588], [0.7106, -0.4139, 4.1435], [1.2173, -0.9422, 5.3241], [3.2370, -2.7391, 0.7078], [3.9818, -3.6595, 1.4304], [4.7632, -4.5494, 0.7124], [4.7862, -4.5270, -0.6900], [4.0288, -3.6136, -1.4043], [3.2604, -2.7164, -0.6772], [0.9045, -0.2272, -4.1166], [1.4776, -0.6936, -5.2933], [1.1003, -0.0820, -6.4751], [0.1849, 0.9827, -6.4799], [-0.3682, 1.4557, -5.3045], [0.0016, 0.8279, -4.1216], [-0.6954, 1.8086, 0.0260], [1.1256, -0.7949, 7.4553], [-0.4984, 1.0515, 7.4731], [-1.3602, 2.0050, 5.3397], [-2.6499, 4.5303, 2.5440], [-3.7577, 6.3751, 1.2898], [-3.6952, 6.4343, -1.1699], [-2.5231, 4.6504, -2.4533], [1.9349, -1.7518, 5.3001], [3.9395, -3.6788, 2.5116], [5.3595, -5.2843, 1.2390], [5.3996, -5.2453, -1.2199], [4.0221, -3.5974, -2.4863], [2.1865, -1.5109, -5.2726], [1.5155, -0.4249, -7.4143], [-0.0886, 1.4388, -7.4233], [-1.0689, 2.2806, -5.2944], [-3.9117, -5.8589, -0.0387], [-3.4299, -4.1904, -0.0357], [-4.3788, -3.1849, -0.0348], [-6.0711, -3.5759, -0.0368], [-3.9753, -1.8395, -0.0319], [-5.1360, -0.5506, -0.0284], [-2.6306, -1.4986, -0.0302], [-2.1594, -0.2810, -0.0256], [-1.6557, -2.5388, -0.0317], [-0.3967, -2.1496, -0.0298], [-2.0637, -3.8594, -0.0337], [-0.8368, -5.0859, -0.0330]], "total_charge": -1, "homo_ev": [-4.169, -4.190], "orbital_gap_ev": [5.0, 5.0], "spin_multiplicity": 5}



2.
{"formula": "C38H22BrF4N2PS2Sm", "method": "the ωB97M-V functional and the def2-TZVPD basis", "species": ["Sm", "S", "C", "C", "C", "C", "C", "C", "N", "C", "C", "C", "C", "C", "C", "C", "C", "N", "C", "C", "C", "C", "C", "S", "C", "H", "H", "H", "H", "H", "H", "H", "H", "H", "H", "H", "H", "F", "C", "C", "F", "C", "F", "C", "P", "C", "C", "C", "C", "C", "C", "C", "C", "C", "C", "C", "C", "C", "Br", "C", "F", "H", "H", "H", "H", "H", "H", "H", "H", "H", "H"], "xyz": [[0.0599, -0.3454, -0.4981], [-6.3759, 1.2566, -3.9091], [-6.1634, 2.4728, -5.0683], [-4.8492, 2.8397, -5.2209], [-3.9922, 2.1272, -4.3809], [-4.6553, 1.2090, -3.5807], [-4.1273, 0.3238, -2.5887], [-2.7560, 0.3136, -2.2596], [-2.2034, -0.4628, -1.3217], [-3.0040, -1.3475, -0.6427], [-4.4033, -1.4086, -0.9121], [-5.2235, -2.3286, -0.1832], [-4.6900, -3.1653, 0.7330], [-3.2859, -3.1585, 1.0124], [-2.7334, -4.0329, 1.9409], [-1.3575, -4.0187, 2.2065], [-0.5939, -3.0652, 1.4992], [-1.0915, -2.1963, 0.6142], [-2.4366, -2.2336, 0.3395], [-0.7570, -4.9066, 3.1548], [-1.3835, -5.8447, 3.9568], [-0.5005, -6.5422, 4.7834], [0.8017, -6.1536, 4.6237], [0.9721, -4.9205, 3.4592], [-4.9442, -0.5626, -1.8724], [-7.0131, 2.8672, -5.5913], [-4.5234, 3.5933, -5.9135], [-2.9289, 2.2887, -4.3839], [-2.0770, 0.9742, -2.8002], [-6.2822, -2.3347, -0.3897], [-5.3108, -3.8602, 1.2786], [-3.3806, -4.7277, 2.4506], [0.4821, -3.0248, 1.6750], [-2.4430, -6.0283, 3.9587], [-0.8137, -7.3048, 5.4723], [1.6673, -6.5313, 5.1332], [-6.0065, -0.5983, -2.0668], [6.9149, 0.7638, -3.4150], [5.8754, 0.8675, -2.6280], [5.8493, 1.8243, -1.6085], [6.8571, 2.6423, -1.4261], [4.7242, 1.9044, -0.7883], [4.6795, 2.8021, 0.1848], [3.6125, 1.0740, -0.9453], [2.1901, 1.3760, 0.2072], [1.6975, 3.0616, -0.2829], [2.1671, 4.2395, 0.2915], [1.7601, 5.4590, -0.2269], [0.9220, 5.5069, -1.3282], [0.4434, 4.3325, -1.9019], [0.8117, 3.1111, -1.3703], [2.9290, 1.2195, 1.8467], [3.7631, 0.1146, 2.0495], [4.2839, -0.1178, 3.3063], [3.9514, 0.7257, 4.3602], [3.0883, 1.7940, 4.1634], [2.5619, 2.0441, 2.9080], [3.6634, 0.1331, -1.9741], [2.1872, -1.0972, -2.3329], [4.7728, 0.0196, -2.8057], [4.7721, -0.8838, -3.7643], [2.8572, 4.2093, 1.1195], [2.1087, 6.3724, 0.2304], [0.6392, 6.4598, -1.7479], [-0.2062, 4.3859, -2.7609], [0.4538, 2.1552, -1.8407], [4.0044, -0.5434, 1.2194], [4.9447, -0.9547, 3.4701], [4.3552, 0.5412, 5.3422], [2.8148, 2.4323, 4.9895], [1.8738, 2.8626, 2.7509]], "total_charge": 3, "homo_ev": [-14.811, -14.812], "orbital_gap_ev": [3.3, 5.0], "spin_multiplicity": 6}